1.
Here is a molecular structure, C34H60FN2O29PS8 in a non-equilibrium geometry from the Open Molecules 2025 dataset. Energies are from ωB97M-V/def2-TZVPD.

```
135
C34H60FN2O29PS8, DFT ωB97M-V/def2-TZVPD
C 6.263 -1.186 2.016
C 6.039 0.046 3.000
C 7.164 1.166 2.869
C 6.612 2.490 2.130
C 6.966 2.362 0.559
C 5.638 2.698 -0.302
C 5.127 1.396 -1.067
C 3.554 1.283 -1.226
C 2.729 1.285 0.130
C 1.155 1.462 -0.232
C 0.424 0.095 -0.031
C -0.005 -0.437 1.307
C 0.158 0.290 2.667
C -1.143 0.194 3.645
C 0.526 1.819 2.729
C -0.692 2.811 2.329
C -0.627 -1.874 1.253
P -1.176 -2.892 2.733
O -2.631 -2.464 3.033
C -0.820 -2.610 -0.025
F -1.393 -3.899 -0.033
C -0.441 -2.073 -1.376
N -0.597 -2.654 -2.634
S 0.067 -1.527 -3.697
N 0.558 -0.321 -2.630
C 0.211 -0.700 -1.332
H 5.418 -1.940 2.064
H 6.281 -0.798 0.954
H 7.270 -1.697 2.177
H 4.985 0.472 2.910
H 6.120 -0.379 4.056
H 8.077 0.779 2.314
H 7.418 1.489 3.932
H 5.510 2.656 2.314
H 7.184 3.376 2.541
H 7.813 3.084 0.308
H 7.365 1.327 0.355
H 4.865 3.208 0.339
H 5.975 3.463 -1.072
H 5.547 1.465 -2.127
H 5.620 0.494 -0.601
H 3.206 2.124 -1.905
H 3.326 0.304 -1.769
H 3.003 2.252 0.668
H 2.930 0.412 0.813
H 0.686 2.354 0.258
H 1.172 1.713 -1.345
H 0.967 -0.266 3.256
H -2.102 0.110 3.059
H -1.176 1.074 4.366
H -0.981 -0.706 4.325
H 0.698 2.053 3.835
H 1.499 2.121 2.236
H -1.379 2.183 1.673
H -0.265 3.655 1.699
H -1.270 3.168 3.224
H -1.241 -4.298 2.455
H -0.392 -2.679 3.905
C 4.443 7.518 1.541
C 4.598 7.425 0.034
O 4.173 6.103 -0.299
S 3.013 5.645 0.729
O 1.751 5.869 0.112
O 3.383 4.390 1.292
O 3.245 6.798 1.839
H 5.273 7.026 2.055
H 4.364 8.549 1.885
H 5.624 7.593 -0.290
H 3.937 8.132 -0.476
C -5.682 -0.266 6.558
C -6.210 -1.691 6.585
O -6.336 -2.064 5.213
S -5.177 -1.317 4.351
O -4.091 -2.223 4.170
O -5.798 -0.629 3.262
O -4.752 -0.227 5.475
H -6.483 0.447 6.345
H -5.191 0.010 7.491
H -7.170 -1.769 7.094
H -5.493 -2.369 7.055
C 2.664 4.191 -5.985
C 3.376 2.850 -5.968
O 4.632 3.108 -5.339
S 4.443 4.282 -4.241
O 4.279 3.677 -2.963
O 5.409 5.295 -4.495
O 2.997 4.807 -4.740
H 3.038 4.828 -6.791
H 1.584 4.083 -6.080
H 3.523 2.445 -6.968
H 2.835 2.122 -5.357
C 4.294 -5.689 3.394
C 3.910 -5.828 4.856
O 3.765 -4.487 5.326
S 3.227 -3.557 4.118
O 1.814 -3.424 4.248
O 4.093 -2.438 3.991
O 3.526 -4.587 2.908
H 5.353 -5.442 3.284
H 4.073 -6.590 2.822
H 4.663 -6.360 5.435
H 2.946 -6.331 4.965
C -6.007 -1.647 -0.008
C -6.109 -0.324 -0.742
O -6.202 -0.674 -2.128
S -6.981 -2.085 -2.259
O -8.348 -1.822 -2.556
O -6.178 -2.968 -3.043
O -6.881 -2.535 -0.710
H -4.993 -2.052 -0.065
H -6.305 -1.563 1.036
H -5.247 0.317 -0.565
H -7.022 0.212 -0.468
C -6.600 1.523 -7.045
C -5.355 0.739 -6.667
O -5.099 1.088 -5.306
S -6.506 1.372 -4.557
O -6.884 0.194 -3.854
O -6.433 2.650 -3.933
O -7.429 1.494 -5.884
H -6.358 2.566 -7.266
H -7.121 1.084 -7.896
H -4.501 0.986 -7.295
H -5.538 -0.339 -6.710
C -5.933 -6.584 -3.451
C -6.712 -5.963 -4.594
O -6.779 -6.986 -5.593
S -6.829 -8.430 -4.868
O -8.188 -8.849 -4.793
O -5.801 -9.246 -5.421
O -6.370 -7.945 -3.395
H -4.859 -6.578 -3.654
H -6.124 -6.083 -2.502
H -6.231 -5.071 -4.989
H -7.734 -5.720 -4.291
```

## Properties
Kohn-Sham gap = 7.23 eV

***

2.
Here is a molecular structure, C34H60N2O2ScSi in a non-equilibrium geometry from the Open Molecules 2025 dataset. Energies are from ωB97M-V/def2-TZVPD.

```
100
C34H60N2O2ScSi, DFT ωB97M-V/def2-TZVPD
O 1.147 2.577 1.457
O 3.136 1.390 2.155
C 1.616 3.575 0.442
C 0.506 4.505 0.042
H 1.955 2.956 -0.393
H 2.478 4.110 0.864
H -0.333 3.978 -0.423
H 0.903 5.211 -0.694
H 0.131 5.092 0.884
C 0.743 3.162 2.784
C 1.824 4.040 3.340
H 0.556 2.287 3.410
H -0.205 3.679 2.613
H 2.800 3.539 3.319
H 1.601 4.299 4.379
H 1.893 4.979 2.783
C 2.975 0.326 3.157
C 4.378 1.506 1.390
C 3.282 0.868 4.524
H 3.644 -0.494 2.869
H 1.933 -0.007 3.071
H 4.311 1.235 4.582
H 3.162 0.080 5.269
H 2.606 1.686 4.793
C 5.475 2.070 2.250
H 4.145 2.171 0.549
H 4.620 0.510 1.000
H 5.157 2.976 2.777
H 6.325 2.340 1.622
H 5.826 1.342 2.984
H 2.096 1.933 1.732
N -2.117 -0.271 -2.063
C -2.189 -1.392 -2.812
C -1.699 -2.656 -2.402
C -1.286 -3.140 -1.143
C -2.745 -1.226 -4.197
H -2.048 -0.661 -4.838
H -3.710 -0.701 -4.181
H -2.902 -2.205 -4.657
C -0.796 -4.559 -1.008
H -1.452 -5.158 -0.359
H 0.222 -4.591 -0.586
H -0.769 -5.043 -1.992
N -1.344 -2.416 0.000
C -2.604 1.017 -2.514
C -1.755 1.902 -3.216
C -0.333 1.551 -3.522
C -2.260 3.130 -3.646
H -1.594 3.817 -4.175
C -3.593 3.465 -3.414
H -3.977 4.420 -3.767
C -4.434 2.583 -2.735
H -5.480 2.840 -2.549
C -3.954 1.349 -2.294
C -4.851 0.389 -1.579
C -1.701 -2.993 1.261
C -0.723 -3.327 2.223
C 0.737 -3.175 1.934
C -1.142 -3.844 3.450
H -0.387 -4.109 4.196
C -2.501 -4.011 3.725
H -2.813 -4.406 4.692
C -3.464 -3.673 2.771
H -4.532 -3.794 2.977
C -3.074 -3.170 1.531
C -4.077 -2.807 0.479
Sc -1.142 -0.349 -0.197
H 0.360 2.204 -2.967
H -0.115 1.704 -4.593
H -0.086 0.511 -3.276
H -4.628 -0.656 -1.833
H -5.897 0.575 -1.858
H -4.785 0.503 -0.485
H 1.278 -2.945 2.864
H 0.952 -2.369 1.220
H 1.184 -4.104 1.540
H -3.921 -1.792 0.075
H -5.089 -2.826 0.902
H -4.066 -3.511 -0.368
H -1.656 -3.396 -3.205
C 0.994 -0.077 -0.577
Si 2.117 -1.084 -1.743
H 1.031 0.981 -0.924
H 1.507 -0.054 0.412
C 3.315 0.138 -2.517
C 1.387 -2.019 -3.201
C 3.034 -2.377 -0.736
H 3.366 -1.978 0.231
H 3.927 -2.694 -1.294
H 2.423 -3.274 -0.555
H 2.788 1.010 -2.929
H 3.843 -0.365 -3.339
H 4.050 0.486 -1.779
H 0.616 -1.465 -3.750
H 0.961 -2.989 -2.911
H 2.200 -2.222 -3.918
C -2.209 0.689 1.430
H -2.354 1.742 1.125
H -1.539 0.681 2.312
H -3.184 0.264 1.725
```

## Properties
Kohn-Sham gap = 8.36 eV
total charge = +1

***

3.
Here is 8 unconnected molecules or ions with the total composition C34H63B3F2N4O15S3 in a non-equilibrium geometry from the Open Molecules 2025 dataset. Energies are from ωB97M-V/def2-TZVPD.

```
124
C34H63B3F2N4O15S3, DFT ωB97M-V/def2-TZVPD
C 7.003 0.948 1.295
C 5.461 1.372 1.089
B 4.590 0.039 1.309
O 5.073 -0.889 2.263
C 3.237 -0.332 0.503
C 3.298 -1.446 -0.480
N 4.553 -2.161 -0.698
C 5.433 -1.404 -1.618
O 5.031 -0.660 -2.436
F 6.775 -1.650 -1.419
C 4.351 -3.443 -1.345
O 4.144 -4.467 -0.807
F 4.387 -3.423 -2.747
C 2.040 -1.757 -1.203
C 0.775 -1.023 -0.941
B -0.501 -1.507 -1.822
O -1.311 -0.647 -2.578
O -0.779 -2.891 -1.836
C -0.783 -3.392 -0.471
C 0.709 0.097 0.046
C 1.978 0.414 0.740
S 1.918 1.817 1.913
C 0.209 1.706 2.555
C -0.039 2.126 3.934
B 1.071 2.725 4.940
N 1.069 4.147 5.415
O 2.076 1.886 5.442
C -1.416 2.010 4.456
C -2.477 1.488 3.559
C -2.196 1.063 2.170
C -3.335 0.483 1.268
C -4.797 0.746 1.806
C -5.311 -0.249 2.922
S -5.042 -2.031 2.576
C -6.190 -2.579 1.273
S -7.722 -1.989 1.103
N -5.720 -3.566 0.314
C -5.319 -4.838 0.964
C -4.351 -5.739 0.099
C -4.607 -2.904 -0.431
C -4.633 -3.187 -1.999
C -0.810 1.189 1.618
N -0.561 0.809 0.223
C -0.350 2.134 -0.488
C -1.248 2.297 -1.764
O -2.423 2.083 -1.820
O -0.603 2.751 -2.950
H 7.720 1.736 0.954
H 7.145 0.703 2.388
H 7.137 -0.036 0.759
H 5.305 1.787 0.057
H 5.213 2.118 1.905
H 4.343 -1.469 2.548
H 2.020 -2.573 -1.977
H -0.749 -0.148 -3.203
H -1.381 -2.682 0.159
H 0.242 -3.541 -0.035
H -1.335 -4.370 -0.487
H 1.308 4.785 4.649
H 0.154 4.388 5.811
H 2.905 2.372 5.597
H -1.644 2.321 5.502
H -3.500 1.447 4.012
H -3.281 0.959 0.240
H -3.095 -0.607 1.096
H -4.886 1.822 2.119
H -5.491 0.612 0.922
H -4.906 -0.054 3.950
H -6.430 -0.095 3.001
H -6.262 -5.446 1.129
H -4.844 -4.727 1.979
H -3.298 -5.345 0.218
H -4.329 -6.797 0.466
H -4.627 -5.744 -0.987
H -3.608 -3.102 0.040
H -4.783 -1.787 -0.334
H -4.333 -2.295 -2.609
H -5.586 -3.663 -2.343
H -3.822 -3.957 -2.178
H 0.727 2.252 -0.814
H -0.557 2.993 0.207
H -0.313 3.667 -2.764
C -1.642 -5.623 -4.092
O -1.934 -4.236 -4.033
H -2.477 -6.137 -4.566
H -0.736 -5.790 -4.681
H -1.504 -6.018 -3.080
H -1.179 -3.803 -3.609
C 4.953 2.067 -4.394
O 4.380 3.054 -5.243
H 5.845 2.482 -3.927
H 4.238 1.783 -3.619
H 5.231 1.189 -4.983
H 3.595 2.665 -5.645
C -1.350 -4.123 3.673
O -0.793 -4.580 2.445
H -2.369 -3.784 3.488
H -1.367 -4.938 4.400
H -0.759 -3.290 4.062
H 0.106 -4.874 2.631
C 4.638 -2.873 -6.096
O 5.179 -3.329 -7.329
H 3.618 -2.532 -6.265
H 4.630 -3.690 -5.370
H 5.238 -2.042 -5.714
H 6.079 -3.624 -7.155
C -2.485 5.076 2.593
O -1.910 4.317 1.538
H -1.688 5.406 3.258
H -3.000 5.949 2.184
H -3.191 4.456 3.153
H -2.631 4.035 0.962
C 1.718 6.177 1.471
O 1.021 5.306 2.356
H 1.879 7.131 1.973
H 2.686 5.740 1.208
H 1.127 6.341 0.569
H 0.892 4.472 1.886
C -0.149 7.906 -1.947
O 0.546 6.680 -1.747
H -0.729 8.127 -1.052
H 0.566 8.714 -2.122
H -0.824 7.816 -2.801
H 1.052 6.505 -2.549
```

## Properties
SMILES string = CCB(O)c1c(N(C(=O)F)C(=O)F)cc(B(O)OC)c2c1Sc1c(B(N)O)ccc(CCCSC(=S)N(CC)CC)c1N2CC(=O)O.CO.CO.CO.CO.CO.CO.CO
Kohn-Sham gap = 8.06 eV

***

4.
Here is 4 unconnected molecules or ions with the total composition C34H63BN2O8S in a non-equilibrium geometry from the Open Molecules 2025 dataset. Energies are from ωB97M-V/def2-TZVPD.

```
109
C34H63BN2O8S, DFT ωB97M-V/def2-TZVPD
C -3.265 -2.035 5.071
C -3.301 -3.413 4.331
C -2.861 -4.660 5.204
C -3.688 -3.582 3.043
C -4.026 -2.443 2.024
C -3.367 -2.742 0.621
C -3.192 -1.478 -0.326
C -4.399 -0.471 -0.293
C -1.761 -0.773 -0.156
C -1.565 -0.194 1.292
C -0.233 0.523 1.621
C -0.244 1.442 2.774
B -1.525 1.736 3.693
O -2.622 0.870 3.892
O -1.571 2.969 4.409
C 0.998 2.188 3.227
C 2.223 1.983 2.514
C 3.506 2.737 3.018
C 2.279 1.064 1.324
N 3.543 1.012 0.733
C 3.487 0.163 -0.314
C 2.324 -0.638 -0.771
C 2.482 -1.575 -2.022
C 3.138 -0.671 -3.172
C 2.577 -0.986 -4.615
S 2.755 0.559 -5.661
N 1.131 -0.557 -0.163
C 1.078 0.332 0.902
H -2.288 -1.549 4.770
H -3.253 -2.120 6.184
H -4.054 -1.322 4.703
H -2.277 -5.407 4.616
H -3.797 -5.062 5.667
H -2.214 -4.258 6.032
H -3.752 -4.633 2.656
H -3.751 -1.417 2.394
H -5.154 -2.429 1.933
H -2.376 -3.263 0.783
H -4.031 -3.461 0.056
H -3.162 -1.902 -1.375
H -4.393 0.258 0.554
H -4.555 0.055 -1.278
H -5.335 -1.094 -0.153
H -1.032 -1.595 -0.396
H -1.708 0.073 -0.889
H -2.491 0.418 1.485
H -1.659 -1.065 2.010
H -3.352 1.157 3.309
H -1.153 3.628 3.826
H 1.007 2.865 4.108
H 3.276 3.172 4.030
H 4.302 1.959 3.209
H 3.884 3.496 2.294
H 4.434 0.052 -0.908
H 1.492 -1.985 -2.352
H 3.218 -2.375 -1.765
H 4.254 -0.817 -3.209
H 2.938 0.410 -2.941
H 3.182 -1.789 -5.109
H 1.484 -1.221 -4.627
H 3.093 1.558 -4.779
C 5.493 3.538 -7.578
O 6.674 2.910 -8.054
C 7.849 3.390 -7.409
C 8.309 2.444 -6.311
O 7.364 2.377 -5.249
C 6.528 1.231 -5.334
H 4.640 2.930 -7.883
H 5.485 3.625 -6.488
H 5.396 4.532 -8.025
H 7.690 4.399 -7.015
H 8.631 3.448 -8.172
H 9.241 2.828 -5.885
H 8.512 1.446 -6.713
H 7.076 0.353 -4.974
H 6.175 1.052 -6.351
H 5.666 1.395 -4.688
C -6.000 6.069 5.406
O -4.603 5.860 5.264
C -4.296 4.618 4.637
C -3.979 4.805 3.158
O -5.120 5.259 2.437
C -5.098 6.661 2.208
H -6.165 7.129 5.606
H -6.550 5.797 4.503
H -6.377 5.488 6.253
H -5.111 3.900 4.776
H -3.412 4.218 5.136
H -3.699 3.835 2.734
H -3.134 5.488 3.018
H -4.418 6.884 1.379
H -4.792 7.218 3.095
H -6.105 6.971 1.928
C 0.271 -7.805 -1.309
O -0.801 -6.891 -1.126
C -0.505 -5.885 -0.163
C -0.082 -4.583 -0.826
O 1.150 -4.726 -1.528
C 0.959 -4.909 -2.924
H 0.101 -8.343 -2.242
H 1.236 -7.297 -1.372
H 0.289 -8.524 -0.485
H 0.261 -6.233 0.538
H -1.423 -5.706 0.405
H 0.080 -3.831 -0.047
H -0.867 -4.210 -1.493
H 0.740 -3.942 -3.393
H 0.155 -5.612 -3.141
H 1.889 -5.296 -3.342
```

## Properties
SMILES string = CC(C)=CCC[C@@H](C)CCc1c(B(O)O)cc(C)c2ncc(CCCS)nc12.COCCOC.COCCOC.COCCOC
Kohn-Sham gap = 7.98 eV

***

Going through the records in order, we get E_LUMO values of -1.0; -1.9; -0.4; -0.6 eV.